1.
# C36H36F2GeHfN3O2P

C36H36F2GeHfN3O2P as an isolated structure at a distorted geometry (ωB97M-V/def2-TZVPD, OMol25).

ORCA input file:
```
! RIJCOSX wB97M-V def2-TZVPD def2/J DEFGRID3
* xyz 0 1
Hf 0.727 -0.089 -1.048
O 5.408 0.582 1.453
C 4.582 0.370 2.516
C 5.101 0.193 3.802
C 4.252 0.013 4.888
C 2.864 0.004 4.718
C 2.312 0.185 3.462
C 3.183 0.364 2.355
C 2.596 0.528 1.016
O 1.299 0.452 0.966
N 3.419 0.603 -0.036
N 2.718 0.712 -1.182
C 3.356 0.726 -2.349
C 2.570 0.561 -3.518
C 3.107 0.351 -4.825
C 2.230 0.225 -5.878
C 0.834 0.238 -5.613
C 0.372 0.393 -4.319
N 1.203 0.443 -3.261
H 6.343 0.622 1.775
H 6.174 0.199 3.970
H 4.670 -0.113 5.883
H 2.212 -0.133 5.579
H 1.247 0.217 3.286
H 4.433 0.593 -2.395
H 4.186 0.356 -4.985
H 2.573 0.110 -6.911
H 0.133 0.192 -6.445
H -0.697 0.425 -4.089
C -0.617 3.775 -0.238
P 0.781 2.839 -0.926
C 0.925 3.617 -2.597
C 2.185 3.624 -0.053
H -0.351 4.836 -0.242
H -0.828 3.484 0.793
H -1.516 3.614 -0.843
H 0.914 4.704 -2.465
H 0.079 3.314 -3.217
H 1.855 3.348 -3.095
H 2.061 4.700 -0.180
H 3.137 3.301 -0.468
H 2.146 3.396 1.013
F 1.536 -2.118 0.097
C 1.130 -2.222 -1.292
F 2.324 -2.018 -2.009
H 0.878 -3.269 -1.431
C -1.221 0.378 -1.264
Ge -2.019 -0.704 0.099
C -1.646 -0.112 1.937
C -1.089 -0.885 2.966
C -0.923 -0.361 4.250
C -1.294 0.955 4.545
C -1.877 1.721 3.539
C -2.039 1.201 2.257
C -1.700 -2.601 -0.323
C -1.100 -3.564 0.479
C -0.987 -4.891 0.040
C -1.499 -5.278 -1.211
C -2.066 -4.305 -2.039
C -2.154 -2.985 -1.598
C -3.975 -0.708 0.139
C -4.782 0.068 -0.702
C -6.170 0.018 -0.613
C -6.796 -0.800 0.332
C -6.001 -1.570 1.168
C -4.607 -1.539 1.064
H -2.166 0.516 -1.840
H -0.700 -1.880 2.766
H -0.448 -0.970 5.016
H -1.112 1.362 5.537
H -2.220 2.732 3.739
H -2.495 1.840 1.484
H -0.562 -3.266 1.364
H -0.514 -5.638 0.667
H -1.422 -6.315 -1.519
H -2.478 -4.582 -3.019
H -2.527 -2.220 -2.283
H -4.332 0.726 -1.436
H -6.785 0.633 -1.263
H -7.884 -0.850 0.412
H -6.446 -2.213 1.920
H -4.009 -2.159 1.730
*
```

Results
Electronic energy   -4374.1203 a.u.
Frontier orbital gap (alpha / beta)   4.922 / 4.921 eV
LUMO energy (alpha / beta)   -1.35 / -1.35 eV

2.
# C36H36N4O12

A 5-piece molecular cluster, C36H36N4O12 overall at a distorted geometry (ωB97M-V/def2-TZVPD, OMol25).

ORCA input file:
```
! RIJCOSX wB97M-V def2-TZVPD def2/J DEFGRID3
* xyz 0 1
C 4.877 2.644 -0.441
C 3.972 3.859 -1.150
O 2.753 3.207 -1.641
C 1.681 4.150 -1.967
C 0.638 3.650 -2.952
C -0.635 4.678 -3.302
O -1.143 4.825 -4.530
C -1.172 5.545 -1.975
C -2.774 5.819 -1.760
C -3.445 5.055 -0.474
C -2.987 3.491 -0.281
O -4.204 2.613 -0.307
C -3.981 1.567 -1.337
C -0.145 6.025 -0.965
C 1.436 5.648 -1.364
O 2.333 6.619 -1.197
H 4.344 1.597 -0.656
H 5.992 2.654 -0.795
H 4.764 2.793 0.738
H 4.657 4.252 -2.042
H 3.813 4.653 -0.303
H 0.704 2.576 -3.456
H -2.891 6.988 -1.556
H -3.366 5.629 -2.775
H -4.627 5.058 -0.626
H -3.158 5.656 0.497
H -2.267 3.099 -1.125
H -2.521 3.387 0.810
H -4.087 1.951 -2.439
H -4.804 0.732 -1.136
H -2.941 1.028 -1.243
H -0.411 6.613 0.013
O 4.727 -1.162 2.366
N 4.316 -0.838 1.241
O 4.944 -0.128 0.443
C 2.994 -1.326 0.830
C 2.234 -2.101 1.717
C 0.967 -2.541 1.330
C 0.468 -2.214 0.068
C 1.232 -1.451 -0.817
C 2.499 -1.002 -0.440
H 2.608 -2.364 2.704
H 0.366 -3.137 2.013
H -0.523 -2.555 -0.228
H 0.837 -1.203 -1.800
H 3.081 -0.406 -1.140
O -4.535 5.853 -10.459
N -3.749 4.911 -10.644
O -3.685 4.247 -11.688
C -2.837 4.557 -9.551
C -2.901 5.257 -8.338
C -2.046 4.899 -7.293
C -1.135 3.855 -7.461
C -1.067 3.166 -8.673
C -1.918 3.513 -9.724
H -3.605 6.073 -8.192
H -2.093 5.433 -6.346
H -0.475 3.576 -6.641
H -0.352 2.356 -8.797
H -1.854 2.964 -10.661
O 1.056 -4.394 4.247
N 1.867 -5.112 3.643
O 1.770 -5.429 2.449
C 3.018 -5.625 4.395
C 3.148 -5.323 5.758
C 4.232 -5.834 6.474
C 5.178 -6.635 5.833
C 5.052 -6.927 4.474
C 3.971 -6.423 3.748
H 2.419 -4.700 6.271
H 4.338 -5.610 7.533
H 6.019 -7.036 6.397
H 5.795 -7.549 3.981
H 3.885 -6.662 2.690
O -5.177 -6.269 8.543
N -4.150 -5.592 8.388
O -3.744 -4.739 9.190
C -3.364 -5.812 7.168
C -3.806 -6.741 6.215
C -3.067 -6.928 5.046
C -1.896 -6.199 4.834
C -1.452 -5.282 5.789
C -2.185 -5.084 6.961
H -4.716 -7.317 6.366
H -3.405 -7.642 4.298
H -1.326 -6.344 3.918
H -0.537 -4.720 5.617
H -1.827 -4.364 7.694
*
```

Results
SMILES string   CCOC1=CC(=O)C(CCCOC)=CC1=O.O=[N+]([O-])c1ccccc1.O=[N+]([O-])c1ccccc1.O=[N+]([O-])c1ccccc1.O=[N+]([O-])c1ccccc1
Electronic energy   -2514.5596 a.u.
Frontier orbital gap   7.740 eV
LUMO energy   -1.80 eV

3.
# C36H36N4P2STb

C36H36N4P2STb as an isolated structure at a distorted geometry (ωB97M-V/def2-TZVPD, OMol25).

ORCA input file:
```
! RIJCOSX wB97M-V def2-TZVPD def2/J DEFGRID3
* xyz 3 7
Tb -14.472 -11.197 -8.984
N -17.323 -10.513 -11.072
P -15.876 -11.002 -11.946
C -15.581 -9.779 -13.167
C -14.800 -10.092 -14.331
C -14.461 -9.242 -15.348
C -14.765 -7.850 -15.211
C -15.533 -7.520 -14.108
C -15.956 -8.453 -13.094
C -16.244 -12.523 -12.851
C -15.879 -13.732 -12.277
C -16.366 -14.920 -12.769
C -17.152 -14.923 -13.882
C -17.447 -13.707 -14.476
C -17.029 -12.524 -13.975
P -16.963 -9.948 -9.534
C -18.031 -8.607 -9.008
C -19.333 -8.883 -8.642
C -20.161 -7.870 -8.196
C -19.748 -6.575 -8.167
C -18.479 -6.226 -8.696
C -17.618 -7.250 -9.059
C -17.187 -11.329 -8.368
C -16.947 -11.140 -6.983
C -16.924 -12.264 -6.176
C -17.199 -13.579 -6.675
C -17.526 -13.752 -8.063
C -17.466 -12.605 -8.880
H -18.270 -10.436 -11.542
H -14.590 -11.143 -14.504
H -13.905 -9.548 -16.177
H -14.589 -7.169 -16.044
H -15.825 -6.479 -14.017
H -16.456 -8.034 -12.218
H -15.204 -13.800 -11.430
H -16.071 -15.865 -12.353
H -17.366 -15.846 -14.430
H -18.185 -13.771 -15.288
H -17.437 -11.674 -14.493
H -19.800 -9.893 -8.581
H -21.240 -8.060 -7.954
H -20.412 -5.828 -7.875
H -18.234 -5.224 -8.743
H -16.567 -7.002 -9.431
H -16.602 -10.145 -6.608
H -16.601 -12.155 -5.178
H -17.092 -14.504 -6.051
H -17.844 -14.716 -8.479
H -17.691 -12.634 -9.948
N -12.693 -9.714 -8.652
C -13.322 -9.360 -7.386
C -12.964 -10.024 -6.176
C -13.616 -9.690 -4.963
C -14.731 -8.832 -4.875
C -15.094 -8.222 -6.069
C -14.447 -8.452 -7.273
H -12.459 -8.853 -9.244
H -11.823 -10.295 -8.494
H -12.241 -10.781 -6.075
H -13.261 -10.063 -4.021
H -15.203 -8.618 -3.907
H -15.948 -7.608 -6.105
H -14.768 -7.755 -8.037
C -10.804 -16.246 -11.108
C -11.538 -14.944 -10.925
C -11.298 -13.759 -11.595
C -11.989 -12.577 -11.268
N -12.818 -12.625 -10.219
C -12.908 -13.693 -9.433
S -13.985 -13.679 -8.138
N -12.284 -14.828 -9.787
C -11.915 -11.375 -12.182
H -10.895 -16.735 -12.109
H -11.019 -16.961 -10.334
H -9.677 -16.062 -10.935
H -10.615 -13.679 -12.434
H -12.401 -15.666 -9.156
H -10.853 -11.308 -12.446
H -12.202 -10.438 -11.650
H -12.530 -11.450 -13.065
*
```

Results
Expectation value of S²   12.690
Electronic energy   -3516.9876 a.u.
Frontier orbital gap (alpha / beta)   7.007 / 7.040 eV
Energy above the lowest of the compared OMol25 structures with the same formula, charge and spin   40.8 kJ/mol
LUMO energy (alpha / beta)   -8.85 / -8.81 eV

4.
# C36H37AgN4O2

C36H37AgN4O2 as an isolated structure (ωB97M-V/def2-TZVPD, OMol25).

ORCA input file:
```
! RIJCOSX wB97M-V def2-TZVPD def2/J DEFGRID3
* xyz 0 1
Ag 0.160 1.866 0.737
C -1.044 -1.312 2.387
C -2.020 -1.714 1.280
C -3.426 -1.938 1.837
C -2.027 -0.697 0.161
C -1.689 -1.062 -1.137
C -1.649 -0.128 -2.160
C -1.964 1.205 -1.929
C -1.908 2.213 -3.043
C -2.337 1.572 -0.636
C -2.370 0.635 0.394
H -1.017 -2.070 3.172
H -1.346 -0.365 2.844
H -0.036 -1.197 1.985
H -1.667 -2.656 0.850
H -3.819 -1.023 2.285
H -3.416 -2.711 2.608
H -4.116 -2.247 1.050
H -1.443 -2.098 -1.345
H -1.362 -0.443 -3.158
H -2.347 3.162 -2.739
H -2.445 1.855 -3.923
H -0.875 2.401 -3.347
H -2.636 2.597 -0.442
H -2.679 0.948 1.386
C -2.037 6.612 -1.580
C -1.057 5.677 -1.878
C -0.590 4.827 -0.887
C -1.090 4.939 0.402
C -2.075 5.872 0.709
C -2.550 6.703 -0.290
N -0.546 4.038 1.365
N -0.711 4.366 2.545
C -0.152 3.457 3.498
C 0.096 3.964 4.762
C 0.693 3.125 5.688
C 1.005 1.829 5.314
C 0.696 1.410 4.027
N 0.112 2.209 3.140
H -2.411 7.267 -2.355
H -0.663 5.601 -2.883
H 0.164 4.077 -1.096
H -2.460 5.928 1.717
H -3.324 7.425 -0.065
H -0.161 4.990 4.984
H 0.917 3.480 6.685
H 1.480 1.144 6.002
H 0.933 0.411 3.685
C 0.710 -4.200 -4.880
C 0.533 -4.331 -3.390
C -0.094 -5.456 -2.867
C -0.261 -5.615 -1.500
C 0.203 -4.635 -0.640
C 0.832 -3.504 -1.145
N 1.266 -2.498 -0.234
C 2.613 -2.390 0.098
C 3.464 -3.498 0.021
C 4.788 -3.401 0.411
C 5.298 -2.206 0.901
C 4.458 -1.109 0.987
C 3.132 -1.171 0.577
C 2.299 0.079 0.675
O 1.322 0.191 -0.156
O 2.568 0.931 1.533
C 1.005 -3.336 -2.523
C 1.706 -2.111 -3.047
H 0.349 -5.092 -5.389
H 1.759 -4.059 -5.146
H 0.160 -3.343 -5.277
H -0.457 -6.220 -3.545
H -0.753 -6.497 -1.111
H 0.089 -4.719 0.434
H 0.878 -1.572 -0.413
H 3.072 -4.437 -0.350
H 5.428 -4.272 0.333
H 6.331 -2.133 1.213
H 4.815 -0.163 1.373
H 2.786 -2.274 -3.105
H 1.551 -1.252 -2.394
H 1.361 -1.849 -4.046
*
```

Results
Electronic energy   -1910.5382 a.u.
Frontier orbital gap   6.147 eV
Energy above the lowest of the compared OMol25 structures with the same formula, charge and spin   8.2 kJ/mol
LUMO energy   -1.18 eV

5.
# C36H37AgN4P3S3SbTe

C36H37AgN4P3S3SbTe as an isolated structure at a distorted geometry (ωB97M-V/def2-TZVPD, OMol25).

ORCA input file:
```
! RIJCOSX wB97M-V def2-TZVPD def2/J DEFGRID3
* xyz -1 2
Ag 0.710 -0.867 -0.527
Te 2.421 -1.784 3.444
C 1.824 -3.199 4.904
C 2.689 -4.218 5.285
C 2.266 -5.146 6.223
N 1.072 -5.114 6.806
C 0.247 -4.136 6.433
C 0.566 -3.169 5.495
C 0.512 -2.072 2.395
P 1.347 -2.821 0.955
C 1.684 -4.487 1.665
C 2.949 -5.056 1.577
C 3.196 -6.300 2.142
C 2.182 -6.975 2.805
C 0.914 -6.414 2.885
C 0.664 -5.178 2.311
C 0.081 -3.404 -0.253
C 0.592 -3.954 -1.433
C -0.262 -4.423 -2.414
C -1.637 -4.328 -2.242
C -2.153 -3.793 -1.074
C -1.300 -3.345 -0.077
P -0.187 -0.450 1.936
C -1.986 -0.860 1.921
C -2.496 -1.856 2.757
C -3.853 -2.131 2.780
C -4.718 -1.425 1.953
C -4.212 -0.471 1.085
C -2.854 -0.182 1.073
C -0.110 0.428 3.562
C -1.027 0.260 4.596
C -0.845 0.898 5.816
C 0.247 1.724 6.026
C 1.162 1.908 5.000
C 0.985 1.267 3.786
H 3.670 -4.293 4.833
H 2.916 -5.963 6.522
H -0.721 -4.133 6.925
H -0.146 -2.400 5.225
H 3.736 -4.512 1.068
H 4.183 -6.743 2.070
H 2.375 -7.940 3.258
H 0.124 -6.946 3.400
H -0.322 -4.736 2.372
H 1.666 -4.015 -1.573
H 0.151 -4.836 -3.323
H -2.308 -4.673 -3.020
H -3.224 -3.709 -0.925
H -1.705 -2.969 0.845
H -1.802 -2.441 3.350
H -4.236 -2.901 3.439
H -5.780 -1.636 1.974
H -4.878 0.050 0.408
H -2.453 0.547 0.380
H -1.889 -0.375 4.467
H -1.568 0.739 6.608
H 0.388 2.212 6.982
H 2.024 2.547 5.150
H 1.711 1.406 2.994
S 1.787 -2.339 -4.235
Sb 1.328 -0.165 -3.800
S 2.465 0.447 -1.584
S -0.700 -0.062 -2.324
C 0.156 5.438 -1.758
N 0.987 4.215 -2.049
C 2.070 4.070 -0.980
N 1.492 4.069 0.315
C 0.698 5.260 0.536
N -0.378 5.399 -0.440
C -1.385 4.342 -0.279
P -0.747 2.573 -0.491
C 0.159 2.966 -2.070
C 0.753 2.836 0.599
H -0.654 5.480 -2.489
H 0.794 6.320 -1.872
H 1.438 4.292 -2.961
H 2.759 4.911 -1.097
H 2.571 3.116 -1.167
H 1.344 6.141 0.468
H 0.261 5.219 1.533
H -2.182 4.507 -1.009
H -1.825 4.435 0.717
H -0.536 2.976 -2.910
H 0.853 2.133 -2.172
H 1.404 1.973 0.439
H 0.427 2.838 1.641
*
```

Results
Expectation value of S²   0.760
Electronic energy   -4486.8825 a.u.
Frontier orbital gap (alpha / beta)   5.147 / 4.825 eV
Energy above the lowest of the compared OMol25 structures with the same formula, charge and spin   144.6 kJ/mol
LUMO energy (alpha / beta)   1.41 / 1.12 eV

6.
# C36H37AuBrN7OTe

C36H37AuBrN7OTe as an isolated structure at a distorted geometry (ωB97M-V/def2-TZVPD, OMol25).

ORCA input file:
```
! RIJCOSX wB97M-V def2-TZVPD def2/J DEFGRID3
* xyz 1 4
Au 7.944 -4.137 21.779
Br 8.606 0.702 27.433
C 6.796 0.170 27.168
C 6.510 -1.005 26.505
C 5.189 -1.515 26.554
N 4.206 -0.870 27.135
C 4.448 0.323 27.668
C 5.722 0.960 27.605
H 7.242 -1.557 25.907
H 4.959 -2.420 26.056
H 3.579 0.899 28.031
H 5.831 1.952 28.070
N 4.903 -7.784 23.902
N 6.097 -7.297 23.516
N 7.287 -7.504 24.105
C 8.009 -6.499 23.558
N 7.300 -5.817 22.608
N 6.110 -6.365 22.558
H 4.907 -8.334 24.755
H 4.077 -7.406 23.443
H 9.063 -6.259 23.633
C 11.433 3.615 25.542
C 11.187 2.523 24.496
C 10.265 2.739 23.436
C 10.120 1.702 22.453
C 9.267 1.992 21.236
C 10.609 0.413 22.710
Te 10.068 -1.441 21.426
N 8.401 -2.531 20.624
C 7.410 -1.738 20.210
O 7.467 -0.502 20.193
C 6.119 -2.417 19.709
C 6.157 -3.709 19.208
C 4.968 -4.300 18.903
C 3.710 -3.589 18.987
C 3.724 -2.259 19.415
C 4.933 -1.668 19.755
C 11.339 -2.010 19.803
C 11.834 -3.345 19.818
C 12.472 -3.932 18.732
C 12.617 -3.188 17.595
C 12.081 -1.867 17.523
C 11.406 -1.255 18.620
C 10.861 0.140 18.581
C 11.412 0.146 23.826
C 11.969 -1.239 24.090
C 11.582 1.203 24.698
H 11.523 4.595 25.046
H 12.229 3.398 26.226
H 10.571 3.719 26.171
H 9.736 3.715 23.350
H 8.593 2.805 21.455
H 8.759 1.137 20.800
H 9.846 2.495 20.424
H 7.090 -4.244 19.017
H 4.864 -5.377 18.672
H 2.821 -4.180 18.870
H 2.809 -1.720 19.530
H 4.994 -0.599 20.046
H 11.682 -3.820 20.756
H 12.957 -4.900 18.873
H 13.242 -3.562 16.771
H 12.242 -1.242 16.624
H 10.760 0.418 17.508
H 11.664 0.791 18.949
H 9.927 0.316 19.108
H 11.141 -1.811 24.599
H 12.906 -1.094 24.720
H 12.268 -1.754 23.195
H 12.071 1.005 25.672
C 9.334 -6.952 18.374
C 8.435 -6.827 17.280
C 7.270 -7.680 17.297
C 6.347 -7.529 16.271
C 6.577 -6.614 15.241
C 7.759 -5.905 15.149
C 8.638 -5.902 16.196
H 10.258 -6.396 18.558
H 9.013 -7.776 19.008
H 7.161 -8.431 18.071
H 5.411 -8.158 16.183
H 5.889 -6.633 14.404
H 7.948 -5.234 14.285
H 9.457 -5.219 16.181
*
```

Results
Expectation value of S²   3.820
Electronic energy   -4829.7246 a.u.
Frontier orbital gap (alpha / beta)   6.524 / 5.249 eV
Energy above the lowest of the compared OMol25 structures with the same formula, charge and spin   155.2 kJ/mol
LUMO energy (alpha / beta)   -2.63 / -5.90 eV